Entry 1:
{"formula": "C41H45F9GeLiPSi2Te", "method": "ωB97M-V/def2-TZVPD", "spin_multiplicity": 1, "total_charge": 2, "energy_ha": -5760.58658, "e_homo_ev": -14.01, "lumo_energy_ev": -5.970, "symbols": ["Te", "Ge", "P", "Si", "Si", "F", "F", "F", "F", "F", "F", "F", "F", "F", "C", "C", "C", "C", "C", "C", "C", "C", "C", "C", "C", "C", "C", "C", "C", "C", "C", "C", "C", "C", "C", "C", "C", "C", "C", "C", "C", "C", "C", "C", "C", "C", "C", "C", "C", "C", "C", "C", "C", "C", "C", "Li", "H", "H", "H", "H", "H", "H", "H", "H", "H", "H", "H", "H", "H", "H", "H", "H", "H", "H", "H", "H", "H", "H", "H", "H", "H", "H", "H", "H", "H", "H", "H", "H", "H", "H", "H", "H", "H", "H", "H", "H", "H", "H", "H", "H", "H"], "coordinates": [[1.98665, -0.58193, 0.50151], [1.67392, 0.57495, 2.86198], [-2.47699, -0.19252, -0.98386], [3.42641, -3.65167, -0.01485], [4.42515, 1.80292, -0.21857], [-8.16267, -0.47052, 2.59281], [-8.88037, 0.58149, 0.83691], [-0.52872, 4.64092, -5.05776], [-1.11309, -5.65175, -4.57703], [-2.27155, 4.05515, -6.19514], [-8.74968, -1.57801, 0.82357], [-2.47162, 5.47960, -4.57525], [-3.27102, -5.80582, -4.60515], [-2.14806, -6.59991, -2.92804], [-2.07422, 3.22575, -4.00755], [2.82750, 1.80385, 3.76791], [-2.21724, -5.59503, -3.81187], [-5.28960, -0.02337, -1.16289], [-2.86559, -3.17804, -3.79044], [4.43201, -3.18924, -1.49648], [-1.82485, -2.86184, -1.24432], [-4.17966, -0.20212, -0.33652], [-0.19818, 1.14687, 2.75569], [-5.65636, -0.57172, 1.54205], [3.33338, -2.09863, 1.12260], [-1.84232, 4.36677, -4.96603], [5.28400, 1.21450, 1.31894], [-6.56589, -0.10604, -0.63914], [1.68279, -4.08675, -0.47934], [-4.37553, -0.48072, 1.01231], [-2.42789, 1.10879, -2.24650], [-2.38089, -1.76677, -1.90072], [-1.79319, -4.11072, -1.84513], [2.69840, 3.18915, 3.65139], [-2.90454, -1.93451, -3.18067], [-0.59072, 2.28748, 2.03229], [3.23829, 0.44597, -0.86280], [4.45232, 2.08932, 5.52327], [-3.00474, 3.32929, -2.99008], [4.32435, 3.46730, 5.40450], [3.70410, 1.25078, 4.70628], [5.61070, 2.09528, -1.59360], [-1.48997, 1.01743, -3.27873], [-2.82416, 2.09858, 2.91745], [-1.90025, 2.75359, 2.10864], [-1.15026, 0.47994, 3.54537], [-1.31848, 2.07014, -4.15991], [-6.74343, -0.37282, 0.71268], [-2.30868, -4.25897, -3.12041], [-2.45080, 0.96792, 3.63523], [3.44929, 4.01692, 4.47317], [-8.14872, -0.46122, 1.25311], [-3.17747, 2.27167, -2.10417], [3.31608, 3.25620, 0.09871], [4.21408, -4.94177, 1.03853], [-0.81762, -0.09720, 0.83662], [-3.59539, 4.23108, -2.88716], [1.65845, -5.03891, -1.02204], [2.01116, 3.63158, 2.94440], [5.12923, 1.66537, 6.25441], [6.21524, 1.20609, -1.79452], [-5.15819, 0.18286, -2.22021], [3.34771, 5.09304, 4.39251], [-5.81020, -0.79300, 2.58935], [-1.37471, -4.96452, -1.32773], [3.76883, -0.37472, -1.35846], [-7.42994, 0.03368, -1.27822], [1.22796, -3.33580, -1.13305], [-2.19353, 3.63738, 1.55268], [3.79025, 3.98563, 0.76249], [3.06394, 3.76548, -0.83799], [0.12839, 2.83493, 1.42829], [-3.27770, -3.31277, -4.78323], [-0.90538, 0.11347, -3.40704], [5.37678, -2.71859, -1.20276], [4.61051, 0.72383, 2.02707], [-3.52760, -0.63808, 1.66155], [1.67807, -0.77155, 3.60788], [5.20441, -4.62433, 1.38379], [5.73006, 2.06370, 1.84933], [-0.86728, -0.39671, 4.11910], [4.34350, -5.87364, 0.47536], [4.90174, 4.11953, 6.04882], [4.29568, -1.58663, 1.19283], [1.05718, -4.20315, 0.41484], [-3.34438, -1.09633, -3.71018], [3.80614, 0.17668, 4.80706], [3.89327, -2.51082, -2.16655], [-3.17163, 0.46568, 4.27195], [2.37792, 2.94062, 0.56887], [3.01097, -2.37810, 2.12886], [2.55131, 0.88427, -1.59276], [6.09411, 0.51820, 1.07040], [-3.90629, 2.35873, -1.30764], [-1.42887, -2.75039, -0.24128], [-0.59982, 1.99681, -4.96881], [5.09978, 2.38286, -2.51769], [6.29317, 2.90919, -1.32365], [-3.83874, 2.47412, 2.99184], [4.68090, -4.08199, -2.07994], [3.59855, -5.16371, 1.91670]], "mulliken_charge": [0.22, 0.49, 0.92, -0.03, -0.01, -0.27, -0.25, -0.25, -0.25, -0.24, -0.24, -0.27, -0.26, -0.26, 0.26, 0.43, 0.85, -0.11, -1.15, -1.03, -0.32, 0.06, -1.13, -0.95, -0.70, 0.76, -0.48, -1.15, -0.99, -0.33, 0.50, 0.53, -0.92, -0.03, -0.13, 1.02, -0.60, -0.76, -0.95, -0.51, -0.18, -1.08, -0.93, -0.34, -0.92, 0.10, -1.11, 0.29, 0.04, -1.06, -0.78, 0.80, -0.51, -0.31, -1.03, 0.62, 0.51, 0.46, 0.31, 0.43, 0.34, 0.43, 0.44, 0.51, 0.54, 0.15, 0.44, 0.25, 0.52, 0.31, 0.43, 0.25, 0.48, 0.56, 0.36, -0.16, 0.56, -0.13, 0.34, 0.34, 0.45, 0.36, 0.43, 0.36, 0.38, 0.41, 0.42, 0.33, 0.52, -0.35, 0.59, 0.61, 0.42, 0.52, 0.41, 0.44, 0.35, 0.35, 0.47, 0.39, 0.34]}



Entry 2:
{"formula": "C2H4N2OS2", "method": "ωB97M-V/def2-TZVPD", "spin_multiplicity": 1, "smiles": "O/N=C/SNC=S", "energy_ha": -1059.60505, "e_homo_ev": -9.02, "lumo_energy_ev": -0.256, "symbols": ["S", "S", "O", "N", "N", "C", "C", "H", "H", "H", "H"], "coordinates": [[0.74723, -1.59960, -0.07915], [-2.52042, 0.82290, -0.02250], [2.28226, 1.89523, -0.04963], [-0.76459, -1.20175, 0.41848], [1.33559, 0.90366, 0.36371], [1.77862, -0.24199, -0.10331], [-1.23376, -0.04074, -0.39309], [2.71647, -0.24640, -0.87251], [1.78081, 2.59926, 0.35805], [-0.91497, -1.04491, 1.44962], [-0.73541, -0.25968, -1.40878]], "mulliken_charge": [-0.08, -0.26, -0.40, -0.21, -0.31, 0.09, -0.12, 0.32, 0.37, 0.30, 0.31]}



How do the records compare in strongest force on any atom? In the order shown, they have 0.01432, 0.07709 hartree/bohr.
How do the records compare in energy relative to the best compared isomer or geometry (same formula, charge and spin)? In the order shown, they have 0.1068, 3.7611 eV.
How do the records compare in M? In the order shown, they have 1003.090, 136.201 g/mol.